ORCA calculation (wB97M-V/def2-TZVPD) on a structure of composition C2H7N5O.

Cartesian coordinates (Å):
C -0.481564 -0.105536 -0.487488
C 1.352192 -0.340199 0.855455
H 0.110039 2.436025 -2.236454
H 1.119301 1.076852 -1.688756
H -1.509195 0.204414 -2.015646
H -2.415494 -0.006554 0.643861
H -0.152459 -1.359059 1.648520
H 2.386279 -0.520679 0.727326
H 1.364351 -0.336330 3.045334
N 0.168038 1.386468 -2.311609
N -1.006465 0.894093 -1.409322
N -1.466982 -0.828990 0.240146
N 0.772995 -0.377313 -0.301055
N 0.826664 -0.337911 2.087131
O -1.067700 -1.785282 1.202559

Forces on atoms 1 to 3 (eV/Å):
-2.773 -0.797 2.474
1.609 -1.393 4.769
0.009 -1.454 0.120

Its spin multiplicity is 1. As for the lowest unoccupied orbital energy: 0.1 eV. For the energy relative to the best compared isomer or geometry (same formula, charge and spin), the calculation gives 129.6 kcal per mole. Its highest occupied orbital energy is -9.3 eV.